Computed, not measured: a cluster of 4 separate species, C50H95N4O15P2S4 in total in a non-equilibrium geometry, with ωB97M-V/def2-TZVPD.

```
170
C50H95N4O15P2S4 (ωB97M-V/def2-TZVPD)
C 5.4289 -2.6850 2.8488
C 6.0786 -1.2576 2.4942
C 5.5507 -0.7942 1.0522
C 3.9690 -0.3879 1.0506
C 3.8998 1.1709 1.4022
C 2.4499 1.8393 1.5983
P 1.1505 1.1972 0.3233
N -0.3597 1.4973 0.7597
O 1.1124 -0.5443 0.2149
O 1.3727 1.7565 -1.2504
C 1.7161 1.4113 3.0059
P 2.8060 0.5254 4.2866
S 1.5708 -0.4564 5.4748
S 0.8754 2.7862 3.9058
O 1.4340 2.8410 5.3234
O -0.5933 2.4371 4.0754
O 0.9761 4.3001 3.2748
C 1.4735 4.3993 1.9158
C 0.1564 4.4968 0.9695
O -1.0742 4.2191 1.7129
C -2.1723 4.0572 0.8321
C -3.4132 3.3004 1.4331
C -4.6892 2.9809 0.6254
C -4.7317 3.4128 -0.8602
C -3.5294 4.1825 -1.4641
C -2.2519 4.4999 -0.6451
C 2.6745 3.4742 1.4887
C 3.1261 3.9261 0.0002
C 4.2590 5.0416 -0.1039
C 5.7302 4.4095 -0.4181
C 6.6982 5.5163 -1.1293
S 8.3397 5.4352 -0.2132
O 8.7602 3.9721 -0.1352
O 8.0141 5.8305 1.2245
O 9.5099 6.3980 -0.9107
C 3.8928 3.7589 2.5459
C 3.9673 5.1474 3.2898
C 5.4601 5.4152 3.8909
S 5.2297 6.7640 5.1809
O 4.4326 6.2015 6.3370
O 4.4375 7.9078 4.5616
O 6.7109 7.3864 5.6894
H 5.4581 -2.8084 3.9811
H 6.0930 -3.4831 2.3520
H 4.3826 -2.8309 2.3937
H 7.2176 -1.4205 2.3808
H 5.9516 -0.4572 3.2972
H 5.8072 -1.5325 0.2211
H 6.1017 0.1867 0.7933
H 3.3418 -1.0668 1.7204
H 3.6517 -0.4937 -0.0571
H 4.5957 1.2386 2.3281
H 4.5412 1.6807 0.5844
H -0.9006 0.6402 0.9162
H 0.9729 -0.8016 1.1640
H 1.0490 1.0909 -1.9122
H 0.8856 0.6217 2.8316
H 3.6179 1.4542 5.0325
H 3.6818 -0.4653 3.7480
H 1.8473 5.4944 1.8131
H 0.2629 3.8582 0.0246
H -0.0231 5.5693 0.5622
H -3.3744 2.9622 2.5212
H -5.5414 2.4287 1.1389
H -5.6578 3.1550 -1.4876
H -3.5971 4.4791 -2.5653
H -1.3787 5.0480 -1.1332
H 2.2443 4.3188 -0.6396
H 3.4929 3.0338 -0.6415
H 4.2814 5.8299 0.7158
H 4.0371 5.6435 -1.0724
H 5.5631 3.5952 -1.1964
H 6.2857 4.0796 0.5172
H 6.9120 5.2031 -2.2055
H 6.2495 6.5766 -1.0539
H 10.2845 6.3180 -0.2888
H 4.9301 3.5875 2.0580
H 3.8941 2.9844 3.4096
H 3.2772 5.1028 4.2179
H 3.6784 6.0874 2.7234
H 5.9405 4.4787 4.3279
H 6.0575 5.9050 3.0512
H 6.4929 8.1799 6.2479
C -7.7439 -2.0723 -3.3404
C -7.8824 -0.9944 -2.2384
C -9.2814 -1.0762 -1.5937
C -10.3846 -0.5145 -2.4783
C -10.0500 0.9103 -2.9082
C -8.6681 1.0294 -3.5833
N -7.5805 0.3563 -2.8062
O -7.2606 1.1727 -1.7653
C -8.7438 0.4421 -5.0143
C -8.3763 2.5343 -3.8303
C -6.8417 -1.4463 -1.1769
H -6.7570 -2.0258 -3.8112
H -7.8547 -3.0748 -2.9161
H -8.4957 -2.0111 -4.1234
H -9.2860 -0.5255 -0.6449
H -9.5193 -2.1149 -1.3409
H -10.5383 -1.1558 -3.3480
H -11.3310 -0.5163 -1.9261
H -10.8330 1.2716 -3.5841
H -10.0911 1.5567 -2.0222
H -7.7445 0.2986 -5.4378
H -9.2822 1.1157 -5.6891
H -9.2853 -0.5014 -5.0717
H -8.4032 3.1247 -2.9108
H -9.1281 2.9733 -4.4930
H -7.3990 2.6743 -4.3019
H -5.8231 -1.3840 -1.5714
H -7.0172 -2.4850 -0.8822
H -6.8925 -0.8546 -0.2593
C 13.4086 -4.5868 2.7620
C 12.1283 -3.9699 2.1526
C 12.4939 -2.7406 1.2941
C 12.8608 -1.5160 2.1222
C 11.7497 -1.1935 3.1164
C 11.3735 -2.3912 4.0134
N 11.1494 -3.6523 3.2379
O 9.9197 -3.5616 2.6618
C 12.4818 -2.6062 5.0737
C 10.1383 -1.9914 4.8649
C 11.6238 -5.0864 1.1971
H 13.1695 -5.4581 3.3789
H 14.0878 -4.9237 1.9725
H 13.9929 -3.8957 3.3647
H 11.6506 -2.4775 0.6441
H 13.3264 -2.9828 0.6250
H 13.8110 -1.6755 2.6401
H 13.0156 -0.6593 1.4574
H 12.0595 -0.3426 3.7327
H 10.8700 -0.8566 2.5533
H 12.3690 -3.5724 5.5755
H 12.4385 -1.8364 5.8509
H 13.4916 -2.5388 4.6708
H 9.2841 -1.6913 4.2522
H 10.3672 -1.1338 5.5045
H 9.8247 -2.8133 5.5150
H 11.3245 -5.9782 1.7556
H 12.4131 -5.3842 0.5006
H 10.7787 -4.7646 0.5832
C -10.9590 -7.2518 -4.8943
C -11.1068 -6.1715 -3.7978
C -12.5078 -6.2615 -3.1569
C -13.6135 -5.7119 -4.0486
C -13.2884 -4.2869 -4.4837
C -11.9048 -4.1590 -5.1547
N -10.8129 -4.8208 -4.3700
O -10.4995 -4.0003 -3.3271
C -11.9698 -4.7529 -6.5836
C -11.6264 -2.6540 -5.4077
C -10.0650 -6.6110 -2.7322
H -9.9726 -7.2015 -5.3648
H -11.0641 -8.2533 -4.4655
H -11.7108 -7.1970 -5.6779
H -12.5195 -5.7072 -2.2106
H -12.7385 -7.3009 -2.9004
H -13.7600 -6.3592 -4.9181
H -14.5614 -5.7186 -3.4999
H -14.0719 -3.9351 -5.1635
H -13.3375 -3.6369 -3.6007
H -10.9677 -4.8893 -7.0027
H -12.5114 -4.0870 -7.2631
H -12.5027 -5.7013 -6.6394
H -11.6624 -2.0608 -4.4923
H -12.3799 -2.2251 -6.0751
H -10.6485 -2.5070 -5.8766
H -9.0461 -6.5426 -3.1247
H -10.2331 -7.6497 -2.4333
H -10.1224 -6.0157 -1.8172
```

⟨S²⟩ = 3.76
Kohn-Sham gap (spin up / spin down) = 7.32 / 7.22 eV
Max |F| = 9.13 eV/Å
Multiplicity = 4
Molecular weight = 1182.539 g mol⁻¹
Lowest unoccupied orbital energy (spin up / spin down) = -0.224 / -0.328 eV
E = -5584.57694 Ha

These are the Mulliken partial charges, in e, on atoms 1 to 5:
1 C -1.2388
2 C 0.0476
3 C -0.9886
4 C 0.0860
5 C -1.3017



Computed, not measured: a cluster of 13 separate species, C50H96F3N8O32P2 in total in a non-equilibrium geometry, with ωB97M-V/def2-TZVPD.

```
191
C50H96F3N8O32P2 (ωB97M-V/def2-TZVPD)
C 1.0540 -0.9359 0.7161
O -0.0461 -0.6841 -0.2016
O 1.7212 -2.0569 0.2203
C 1.8174 0.4115 0.9407
F 2.5093 0.8568 -0.1503
F 1.0661 1.4389 1.4106
F 2.6645 0.1642 1.9224
C -1.0284 -1.6516 -0.3145
C -1.9857 -1.1574 -1.3401
H -2.6469 -1.9676 -1.6474
H -2.4445 -0.2130 -1.0474
H -1.4342 -1.0227 -2.2706
H -1.5960 -1.6920 0.6151
H -0.7030 -2.6595 -0.5720
H 0.5327 -1.2917 1.6048
C 0.3974 3.6428 -1.5918
N -0.2721 3.7665 -2.8959
O -1.4751 4.0323 -2.8959
O 0.4252 3.5020 -3.8790
H -0.3206 3.6887 -0.7730
H 1.1623 4.4193 -1.5836
H 0.7445 2.6095 -1.5852
C -0.0738 -4.2303 2.1301
N -0.4184 -4.8529 3.3885
O -0.0834 -4.2268 4.3632
O -1.0517 -5.8899 3.3182
H -0.9707 -4.0933 1.5261
H 0.4838 -4.9976 1.5931
H 0.5448 -3.3421 2.2579
C -6.7484 1.3798 1.6979
C -6.8501 0.6356 0.3753
C -5.6717 0.7987 -0.5471
O -5.2364 -0.5318 -0.7628
C -5.9265 -1.4053 -0.1190
O -5.7801 -2.6497 -0.1968
O -6.8729 -0.8250 0.5895
H -5.7474 1.1672 2.0733
H -7.4330 0.9929 2.4527
H -6.9195 2.4539 1.7697
H -7.7701 0.8676 -0.1613
H -4.8772 1.4963 -0.2822
H -6.1123 1.2512 -1.4355
C -2.4599 2.2823 1.3729
C -2.3183 2.8744 2.7844
C -1.5989 1.9210 3.7995
O -0.8455 2.8605 4.5441
C -0.6071 3.9550 3.7926
O 0.2953 4.7603 4.0548
O -1.5184 4.0321 2.7992
H -2.9463 1.3093 1.4427
H -1.4906 2.1826 0.8844
H -3.1102 2.7798 0.6533
H -3.2997 3.1431 3.1753
H -0.9746 1.1561 3.3376
H -2.4043 1.4705 4.3794
C 1.1951 0.2553 -3.2386
C 1.6225 -1.0692 -3.8116
C 1.3569 -2.4271 -3.0945
O 0.6533 -3.1624 -4.1166
C 0.4403 -2.4676 -5.1818
O -0.0522 -2.9555 -6.2136
O 0.8518 -1.1744 -4.9812
H 1.4004 1.0605 -3.9439
H 1.8487 0.3431 -2.3708
H 0.1494 0.4116 -2.9734
H 2.6736 -0.9327 -4.0660
H 0.8669 -2.2471 -2.1376
H 2.3201 -2.9162 -2.9491
C 5.2647 -2.2849 1.3297
C 5.5455 -1.5047 0.0752
C 5.8452 0.0014 0.2372
O 7.1054 0.1552 -0.4507
C 7.5754 -0.9996 -0.8961
O 8.7052 -1.1976 -1.3689
O 6.6674 -1.9740 -0.6152
H 4.7701 -1.7605 2.1474
H 6.1739 -2.7148 1.7500
H 4.6174 -3.1047 1.0184
H 4.6807 -1.6804 -0.5647
H 5.9146 0.2056 1.3056
H 5.0394 0.5161 -0.2861
C 3.8003 -5.2228 -2.4429
C 3.2328 -5.2493 -0.9549
C 2.0248 -6.0914 -0.6697
O 2.4004 -6.5165 0.6480
C 3.6139 -6.2261 0.9784
O 4.1457 -6.5934 2.0172
O 4.2016 -5.6253 -0.0535
H 4.0767 -6.2125 -2.8065
H 4.7917 -4.7697 -2.4416
H 3.1895 -4.7469 -3.2101
H 2.9449 -4.2078 -0.8113
H 1.8331 -6.9509 -1.3120
H 1.1968 -5.3830 -0.6950
C 3.3140 3.9528 0.9911
C 4.3744 4.2609 -0.1066
C 4.0374 5.1657 -1.2672
O 5.2432 5.8026 -1.4469
C 6.0437 5.7257 -0.4331
O 7.0154 6.4438 -0.2102
O 5.5182 4.8848 0.4714
H 2.3465 3.7042 0.5549
H 3.0947 4.6979 1.7559
H 3.5786 3.0895 1.6016
H 4.7331 3.2744 -0.4004
H 3.2001 5.8537 -1.1508
H 3.7108 4.5739 -2.1223
C -6.5287 -1.5893 4.9866
C -5.0871 -1.7051 5.4427
C -4.5217 -3.1037 5.1521
O -3.3004 -2.8937 4.5066
C -3.1464 -1.6383 4.2062
O -2.2269 -1.2924 3.5119
O -4.2759 -0.9073 4.5712
H -7.3210 -2.0283 5.5930
H -6.6147 -1.8607 3.9344
H -6.7070 -0.5142 5.0044
H -4.8034 -1.3685 6.4399
H -5.2071 -3.7230 4.5734
H -4.5168 -3.5853 6.1300
C -2.6040 -5.2848 -5.1815
C -2.6289 -4.3427 -3.9544
C -3.9398 -4.2665 -3.2292
O -3.6739 -4.6307 -1.9552
C -2.3273 -4.9601 -1.7805
O -1.7761 -5.3185 -0.7631
O -1.7358 -4.8896 -2.9816
H -3.2638 -4.8456 -5.9298
H -2.9766 -6.2579 -4.8615
H -1.5886 -5.4826 -5.5248
H -2.2485 -3.3635 -4.2453
H -4.6030 -4.9037 -3.8143
H -4.2521 -3.2237 -3.2845
O -4.6790 2.5947 -7.1017
P -3.7236 1.5869 -6.5218
N -4.2148 -0.0827 -6.6821
C -3.5481 -1.2274 -6.0568
C -5.5913 -0.3596 -7.0748
N -3.4164 1.6910 -4.8377
C -2.3407 0.9554 -4.1403
C -4.2704 2.4940 -4.0391
N -2.1817 1.6351 -7.1880
C -1.3233 2.7720 -6.8470
C -1.8951 0.9206 -8.4347
H -3.7996 -1.4188 -5.0137
H -2.4646 -1.2450 -6.1741
H -3.9970 -2.0600 -6.5985
H -6.0747 -0.8970 -6.2589
H -5.6200 -0.9660 -7.9801
H -6.1405 0.5666 -7.2443
H -1.4932 0.7066 -4.7789
H -1.9482 1.5246 -3.2976
H -2.7233 -0.0132 -3.8184
H -5.3110 2.3178 -4.3118
H -4.0986 2.3645 -2.9706
H -4.0831 3.5498 -4.2351
H -1.6824 3.6531 -7.3786
H -1.4711 3.0574 -5.8054
H -0.2732 2.5193 -6.9939
H -1.7355 1.6679 -9.2120
H -2.7136 0.2946 -8.7899
H -0.9397 0.3985 -8.3828
O 6.1590 2.4783 6.2269
P 4.6899 2.6688 6.1512
N 3.7783 2.4083 7.5813
C 3.3147 1.1332 8.0447
C 3.9662 3.3272 8.7233
N 3.9411 1.6678 4.9154
C 4.7736 1.1081 3.8470
C 2.4888 1.7433 4.6789
N 4.1889 4.2841 5.7586
C 2.7871 4.7866 5.8118
C 5.1231 5.0824 5.0185
H 3.8509 0.8452 8.9490
H 3.4257 0.4672 7.1890
H 2.2731 1.1514 8.3655
H 3.1877 3.1078 9.4540
H 3.7390 4.3650 8.4795
H 4.9469 3.2601 9.1941
H 4.8439 1.9002 3.1015
H 5.8013 0.9816 4.1878
H 4.2924 0.1692 3.5733
H 1.9010 1.8311 5.5926
H 2.2991 2.6467 4.0992
H 2.0439 0.9547 4.0720
H 2.5952 5.2103 4.8260
H 2.1247 3.9377 5.9810
H 2.7018 5.6047 6.5270
H 4.9957 6.1490 5.2036
H 5.0351 5.0211 3.9338
H 6.1188 4.7534 5.3161
```

Kohn-Sham gap = 6.95 eV
Net charge = -1
Max |F| = 5.70 eV/Å
Molecular weight = 1440.284 g mol⁻¹
Lowest unoccupied orbital energy = 1.085 eV
E = -5790.78876 Ha

These are the Mulliken partial charges, in e, on atoms 1 to 5:
1 C -0.2961
2 O 1.2567
3 O -0.3140
4 C -0.2244
5 F -0.3311